Density functional theory data (the ωB97M-V functional and the def2-TZVPD basis) for C30H27Cl2NO2S in the gas phase.

Values from the calculation:
**LUMO**: 0.15 eV
**Energy above the lowest of the compared OMol25 structures with the same formula, charge and spin**: 0.0 kcal per mole
**Kohn-Sham gap**: 0.2772 Eh

The geometry in ORCA input format:
```
! wB97M-V def2-TZVPD RIJCOSX def2/J DEFGRID3
* xyz 0 1
C 1.908 -2.345 4.121
C -1.979 0.220 -5.195
C 4.481 0.309 -2.512
N -2.611 -0.107 -0.410
H -0.772 0.935 1.286
H -3.164 -3.083 4.974
C 3.596 1.260 -1.987
C -3.314 -0.234 -1.672
C 5.109 3.039 -2.677
H -3.518 -1.303 -1.867
C -1.115 1.310 -5.050
H -3.032 1.290 1.097
H -0.826 -0.906 -1.157
H -3.842 -2.390 0.761
H 0.397 0.421 5.446
C 0.631 0.013 3.360
H 5.359 4.096 -2.764
Cl 7.518 2.572 -3.817
C -3.522 -2.892 2.844
H 2.999 -0.306 0.523
H -1.617 1.967 -1.743
C 0.785 -0.281 4.713
Cl 2.311 1.778 1.415
H -2.097 -0.259 -6.166
C 3.903 2.624 -2.090
H 2.099 -2.725 1.978
C -1.282 -0.344 -0.327
O 1.109 1.886 -1.422
H 6.397 -0.023 -3.481
S 1.989 0.741 -1.303
H 1.562 -1.690 6.151
C -3.593 -2.016 1.758
C 1.038 -0.903 2.399
H -3.702 -3.959 2.693
H -4.277 0.289 -1.566
H -2.928 -0.611 5.337
C 6.008 2.078 -3.160
H -3.388 -1.094 -4.190
H 0.218 0.977 3.053
H -4.432 0.431 0.430
H -3.113 0.934 3.375
C -2.536 0.338 -2.841
C 1.427 -1.461 5.091
C -3.182 -0.148 3.240
H 3.199 3.371 -1.738
C -3.240 -2.396 4.126
H 4.220 -0.746 -2.498
C -0.462 0.091 0.658
O 1.618 -0.526 -1.914
C 2.066 0.285 0.493
C -0.948 1.895 -3.790
C -3.371 -0.651 1.947
C -3.094 -1.015 4.331
C -2.695 -0.255 -4.096
C -1.697 1.448 -2.699
H 0.900 -1.465 0.323
H -0.565 1.704 -5.908
H 2.416 -3.269 4.398
C 0.857 -0.551 0.925
C -3.391 0.299 0.771
C 5.697 0.711 -3.088
C 1.721 -2.058 2.763
H -0.234 2.701 -3.651
*
```